(1)
The following is a DFT calculation (ωB97M-V with the def2-TZVPD basis set) of a structure of composition C7H12N5 at a distorted geometry.

Each line ends with the Löwdin charge.
Geometry (Å):
C: -2.412 -0.250 -1.055  -0.25
C: -0.036 -0.092 0.019  -0.01
C: 2.076 -0.521 -0.208  -0.32
C: -2.325 1.026 1.213  -0.04
C: -0.662 -2.333 0.720  -0.04
C: 1.299 1.908 -0.811  0.03
C: -1.738 0.719 -0.222  -0.13
N: -2.987 -0.883 -1.819  0.21
N: 1.504 -1.625 0.216  0.18
N: 0.238 -1.385 0.342  -0.17
N: 1.131 0.528 -0.291  0.02
N: 3.419 -0.330 -0.333  0.17
H: -1.784 0.568 2.042  0.07
H: -3.306 0.644 1.368  0.07
H: -2.118 2.162 1.351  0.12
H: -1.706 -1.929 0.837  0.11
H: -0.710 -3.325 0.144  0.14
H: -0.352 -2.760 1.707  0.12
H: 0.439 2.327 -1.297  0.08
H: 1.651 2.547 0.027  0.12
H: 2.032 1.825 -1.635  0.11
H: -1.424 1.680 -0.848  0.15
H: 4.016 -1.059 -0.783  0.15
H: 3.755 0.559 -0.683  0.10

Results
gap between HOMO and LUMO	9.9	eV
energy above the lowest of the compared OMol25 structures with the same formula, charge and spin	1.9396	eV
total charge	+1
HOMO energy	-13.243	eV

=====

(2)
The following is a DFT calculation (ωB97M-V with the def2-TZVPD basis set) of a structure of composition C3H4N2O at a distorted geometry.

Each line ends with the Löwdin charge.
Geometry (Å):
C: -0.606 -1.194 -1.568  -0.18
C: 0.418 -0.105 0.517  -0.47
C: -0.330 1.170 0.314  -0.11
H: 0.172 -1.819 -2.489  0.15
H: -0.795 0.057 -1.947  0.14
H: -1.786 -1.974 -1.243  0.17
H: 0.458 -2.086 -0.041  0.15
N: 0.241 -1.138 -0.417  -0.09
N: -0.813 2.242 0.137  0.16
O: 1.132 -0.140 1.513  0.08

Results
gap between HOMO and LUMO	10.4	eV
energy above the lowest of the compared OMol25 structures with the same formula, charge and spin	3.8543	eV
total charge	0
HOMO energy	-10.347	eV

=====

(3)
The following is a DFT calculation (ωB97M-V with the def2-TZVPD basis set) of a structure of composition C11H24ClI2N2P2Y at a distorted geometry.

Each line ends with the Löwdin charge.
Geometry (Å):
I: 2.991 -0.593 0.655  1.18
I: -0.883 2.512 -1.412  0.92
Y: -1.774 -2.101 0.393  1.33
P: -0.170 -1.628 -2.594  0.72
C: 1.039 -0.743 -3.655  -0.26
C: 0.492 -3.317 -2.886  -0.30
H: 0.480 -3.576 -3.962  0.07
H: -1.301 -2.202 -4.733  0.07
H: -0.148 -3.998 -2.316  0.03
H: -2.327 -2.356 -3.265  0.03
H: 2.052 -0.732 -3.249  0.04
H: 1.511 -3.364 -2.477  0.05
C: -1.580 -1.734 -3.769  -0.29
H: 1.063 -1.264 -4.619  0.07
H: -2.010 -0.733 -3.914  0.05
H: 0.758 0.297 -3.833  0.04
P: -1.477 -0.455 2.692  0.68
C: -0.791 0.907 3.683  -0.24
C: -3.251 -0.146 3.036  -0.27
H: -1.683 -2.751 3.355  0.03
H: -1.722 -1.695 4.811  0.08
H: -0.159 -2.052 3.970  0.06
C: -1.233 -1.868 3.835  -0.28
H: -3.823 -0.915 2.508  0.03
H: -3.457 -0.174 4.123  0.08
H: -1.266 0.889 4.676  0.08
H: -0.962 1.909 3.276  0.05
H: -3.515 0.840 2.621  0.07
H: 0.288 0.836 3.851  0.06
Cl: -3.325 -4.218 0.162  -0.18
N: 3.303 4.343 -0.182  0.12
C: 2.466 3.243 -0.106  -0.38
C: 1.192 3.358 0.400  -0.10
C: 0.211 2.203 0.320  -0.82
N: 0.703 0.856 0.046  -0.19
C: 1.945 0.808 -0.354  -0.95
C: 2.831 1.973 -0.526  -0.09
H: 3.008 5.285 0.100  0.12
H: 4.287 4.258 -0.457  0.12
H: 0.714 4.391 0.536  0.14
H: -0.770 2.255 0.904  0.02
H: 2.357 -0.321 -0.898  -0.11
H: 3.934 1.774 -0.746  0.13

Results
gap between HOMO and LUMO (alpha / beta)	3.9 / 4.0	eV
energy above the lowest of the compared OMol25 structures with the same formula, charge and spin	9.2440	eV
total charge	+2
HOMO energy (alpha / beta)	-12.515 / -12.629	eV

=====

(4)
The following is a DFT calculation (ωB97M-V with the def2-TZVPD basis set) of the molecule C16H11NO3S2 at a distorted geometry.

Each line ends with the Löwdin charge.
Geometry (Å):
O: -1.099 0.633 -3.882  -0.32
S: 0.190 -0.123 -3.712  0.65
O: 1.205 0.439 -4.586  -0.29
O: 0.040 -1.681 -3.970  -0.18
C: 0.612 0.071 -1.976  -0.26
C: -0.158 -0.369 -0.935  -0.42
S: -1.523 -1.392 -1.279  1.11
C: -2.471 -1.278 0.245  -0.39
C: -3.782 -1.937 0.344  -0.05
C: -4.466 -1.778 1.627  -0.04
C: -3.942 -0.963 2.725  -0.06
C: -2.711 -0.417 2.513  -0.01
C: -1.916 -0.603 1.331  -0.30
N: -0.680 -0.078 1.351  0.16
C: 0.242 0.000 0.402  -0.17
C: 1.502 0.631 0.720  -0.11
C: 1.912 0.908 1.990  -0.02
C: 3.085 1.472 2.247  -0.11
C: 3.934 1.711 1.267  -0.12
C: 3.624 1.488 -0.044  -0.02
C: 2.384 0.916 -0.320  -0.14
C: 1.838 0.895 -1.717  -0.12
H: 0.296 -1.784 -4.920  0.12
H: -4.146 -2.575 -0.389  0.07
H: -5.453 -2.313 1.624  0.10
H: -4.568 -0.897 3.510  0.06
H: -2.417 0.112 3.375  0.10
H: 1.222 0.839 2.819  0.12
H: 3.464 1.626 3.227  0.11
H: 4.901 2.132 1.452  0.11
H: 4.548 1.831 -0.699  0.16
H: 1.634 1.904 -2.072  0.15
H: 2.697 0.576 -2.270  0.12

Results
structure (SMILES)	O=S(=O)(O)C1=C2Sc3ccccc3N=C2c2ccccc2C1
gap between HOMO and LUMO	7.0	eV
total charge	0
HOMO energy	-7.894	eV

=====

- Which formula does entry 2 have?
  C3H4N2O

=====

- Look up the total charge of the second one.
  0

=====

Repeat the third record exactly.
The following is a DFT calculation (ωB97M-V with the def2-TZVPD basis set) of a structure of composition C11H24ClI2N2P2Y at a distorted geometry.

Each line ends with the Löwdin charge.
Geometry (Å):
I: 2.991 -0.593 0.655  1.18
I: -0.883 2.512 -1.412  0.92
Y: -1.774 -2.101 0.393  1.33
P: -0.170 -1.628 -2.594  0.72
C: 1.039 -0.743 -3.655  -0.26
C: 0.492 -3.317 -2.886  -0.30
H: 0.480 -3.576 -3.962  0.07
H: -1.301 -2.202 -4.733  0.07
H: -0.148 -3.998 -2.316  0.03
H: -2.327 -2.356 -3.265  0.03
H: 2.052 -0.732 -3.249  0.04
H: 1.511 -3.364 -2.477  0.05
C: -1.580 -1.734 -3.769  -0.29
H: 1.063 -1.264 -4.619  0.07
H: -2.010 -0.733 -3.914  0.05
H: 0.758 0.297 -3.833  0.04
P: -1.477 -0.455 2.692  0.68
C: -0.791 0.907 3.683  -0.24
C: -3.251 -0.146 3.036  -0.27
H: -1.683 -2.751 3.355  0.03
H: -1.722 -1.695 4.811  0.08
H: -0.159 -2.052 3.970  0.06
C: -1.233 -1.868 3.835  -0.28
H: -3.823 -0.915 2.508  0.03
H: -3.457 -0.174 4.123  0.08
H: -1.266 0.889 4.676  0.08
H: -0.962 1.909 3.276  0.05
H: -3.515 0.840 2.621  0.07
H: 0.288 0.836 3.851  0.06
Cl: -3.325 -4.218 0.162  -0.18
N: 3.303 4.343 -0.182  0.12
C: 2.466 3.243 -0.106  -0.38
C: 1.192 3.358 0.400  -0.10
C: 0.211 2.203 0.320  -0.82
N: 0.703 0.856 0.046  -0.19
C: 1.945 0.808 -0.354  -0.95
C: 2.831 1.973 -0.526  -0.09
H: 3.008 5.285 0.100  0.12
H: 4.287 4.258 -0.457  0.12
H: 0.714 4.391 0.536  0.14
H: -0.770 2.255 0.904  0.02
H: 2.357 -0.321 -0.898  -0.11
H: 3.934 1.774 -0.746  0.13

Results
gap between HOMO and LUMO (alpha / beta)	3.9 / 4.0	eV
energy above the lowest of the compared OMol25 structures with the same formula, charge and spin	9.2440	eV
total charge	+2
HOMO energy (alpha / beta)	-12.515 / -12.629	eV

=====

- Which formula does entry 3 have?
  C11H24ClI2N2P2Y